{
  "formula": "C52H110O28P2S10",
  "method": "wB97M-V/def2-TZVPD",
  "species": ["C", "C", "O", "P", "O", "O", "C", "C", "O", "C", "C", "H", "H", "H", "H", "H", "H", "H", "H", "H", "H", "H", "H", "H", "H", "H", "C", "C", "O", "P", "O", "O", "C", "C", "O", "C", "C", "H", "H", "H", "H", "H", "H", "H", "H", "H", "H", "H", "H", "H", "H", "H", "O", "S", "O", "C", "C", "C", "C", "H", "H", "H", "H", "H", "H", "H", "H", "O", "S", "O", "C", "C", "C", "C", "H", "H", "H", "H", "H", "H", "H", "H", "O", "S", "O", "C", "C", "C", "C", "H", "H", "H", "H", "H", "H", "H", "H", "O", "S", "O", "C", "C", "C", "C", "H", "H", "H", "H", "H", "H", "H", "H", "O", "S", "O", "C", "C", "C", "C", "H", "H", "H", "H", "H", "H", "H", "H", "O", "S", "O", "C", "C", "C", "C", "H", "H", "H", "H", "H", "H", "H", "H", "O", "S", "O", "C", "C", "C", "C", "H", "H", "H", "H", "H", "H", "H", "H", "O", "S", "O", "C", "C", "C", "C", "H", "H", "H", "H", "H", "H", "H", "H", "O", "S", "O", "C", "C", "C", "C", "H", "H", "H", "H", "H", "H", "H", "H", "O", "S", "O", "C", "C", "C", "C", "H", "H", "H", "H", "H", "H", "H", "H"],
  "positions_angstrom": [[-2.289, -2.753, -0.762], [-0.962, -2.499, -1.500], [-1.003, -1.487, -2.463], [-0.544, 0.013, -2.127], [-1.238, 1.073, -2.880], [-0.789, 0.058, -0.575], [-0.892, 1.305, 0.180], [-2.019, 1.354, 1.202], [1.066, -0.053, -2.302], [1.814, 1.109, -2.130], [3.193, 0.640, -1.642], [-3.122, -2.776, -1.465], [-2.293, -3.733, -0.286], [-2.504, -1.989, -0.014], [-0.160, -2.420, -0.767], [-0.761, -3.383, -2.105], [0.088, 1.507, 0.612], [-1.118, 2.140, -0.484], [-2.261, 2.317, 1.652], [-2.949, 0.941, 0.811], [-1.815, 0.766, 2.097], [1.900, 1.700, -3.042], [1.423, 1.865, -1.449], [3.269, 0.252, -0.626], [3.654, -0.087, -2.310], [3.869, 1.489, -1.740], [6.518, 0.784, 1.208], [6.804, 0.951, 2.715], [8.105, 1.403, 2.731], [9.021, 1.136, 4.025], [8.276, 1.470, 5.271], [10.499, 1.834, 3.769], [11.241, 2.351, 4.897], [11.187, 3.870, 4.704], [9.486, -0.462, 3.991], [10.327, -1.004, 4.972], [11.532, -1.504, 4.308], [7.390, 0.344, 0.724], [5.585, 0.330, 0.873], [6.405, 1.770, 0.758], [6.102, 1.621, 3.212], [6.729, 0.025, 3.284], [10.792, 2.022, 5.834], [12.271, 1.996, 4.888], [10.114, 4.065, 4.686], [11.575, 4.519, 5.489], [11.647, 4.230, 3.784], [10.588, -0.392, 5.836], [9.812, -1.836, 5.453], [12.113, -2.071, 5.036], [11.396, -2.135, 3.430], [12.239, -0.771, 3.920], [2.558, -4.375, 0.128], [2.076, -5.753, 0.307], [2.786, -6.880, -0.280], [1.612, -5.997, 2.058], [0.107, -6.381, 2.066], [-0.711, -5.795, 0.899], [0.296, -5.915, -0.314], [1.702, -5.002, 2.494], [2.380, -6.592, 2.552], [-0.134, -7.442, 1.998], [-0.240, -5.960, 3.010], [-0.987, -4.781, 1.186], [-1.641, -6.320, 0.681], [0.196, -5.414, -1.277], [0.379, -6.967, -0.589], [2.231, -0.822, -5.176], [3.006, -2.095, -5.257], [4.260, -2.142, -6.079], [3.411, -2.654, -3.485], [3.060, -4.195, -3.541], [1.754, -4.331, -4.385], [1.856, -3.503, -5.689], [2.606, -2.092, -3.011], [4.397, -2.338, -3.145], [3.855, -4.801, -3.974], [2.871, -4.675, -2.581], [0.838, -4.077, -3.850], [1.717, -5.384, -4.665], [0.898, -3.205, -6.116], [2.410, -4.036, -6.461], [-4.615, 4.311, 2.361], [-4.156, 4.631, 3.700], [-4.640, 5.886, 4.301], [-4.650, 3.290, 4.835], [-3.370, 3.075, 5.718], [-2.180, 3.250, 4.829], [-2.351, 4.515, 3.923], [-4.770, 2.396, 4.223], [-5.619, 3.581, 5.241], [-3.243, 3.826, 6.498], [-3.425, 2.144, 6.283], [-2.232, 2.388, 4.163], [-1.227, 3.176, 5.353], [-1.855, 4.794, 2.993], [-2.122, 5.378, 4.549], [2.334, 0.831, 1.597], [2.484, -0.181, 2.646], [3.790, -0.417, 3.281], [1.117, -0.018, 3.963], [0.246, -1.358, 3.792], [0.456, -1.816, 2.303], [1.950, -1.829, 2.157], [0.491, 0.838, 3.712], [1.571, 0.050, 4.952], [0.631, -2.103, 4.488], [-0.802, -1.270, 4.080], [-0.043, -1.036, 1.728], [-0.068, -2.701, 1.945], [2.351, -1.967, 1.153], [2.412, -2.668, 2.677], [-4.735, 0.611, -1.153], [-5.400, -0.442, -1.910], [-5.962, -1.582, -1.203], [-6.547, 0.469, -3.023], [-6.370, -0.327, -4.366], [-4.845, -0.263, -4.612], [-4.310, -0.987, -3.397], [-6.110, 1.452, -3.201], [-7.492, 0.388, -2.485], [-6.656, -1.375, -4.270], [-6.895, 0.140, -5.199], [-4.502, 0.752, -4.808], [-4.540, -0.803, -5.509], [-3.299, -0.663, -3.149], [-4.448, -2.067, -3.435], [-0.957, 5.070, -2.807], [-2.323, 5.605, -2.848], [-2.516, 7.070, -3.029], [-3.475, 4.687, -3.966], [-4.537, 4.070, -3.137], [-4.068, 3.922, -1.704], [-3.166, 5.101, -1.328], [-2.963, 3.762, -4.232], [-3.767, 5.172, -4.897], [-5.383, 4.748, -3.022], [-4.996, 3.156, -3.516], [-3.424, 3.043, -1.690], [-4.842, 3.731, -0.960], [-2.438, 5.063, -0.517], [-3.800, 5.935, -1.028], [0.169, 2.505, -8.342], [-0.190, 3.186, -7.121], [-1.544, 3.497, -6.752], [0.711, 2.342, -5.755], [1.803, 3.327, -5.266], [1.383, 4.753, -5.623], [0.901, 4.717, -7.072], [1.156, 1.423, -6.136], [-0.121, 2.142, -5.079], [1.846, 3.337, -4.177], [2.814, 3.092, -5.597], [2.282, 5.323, -5.390], [0.615, 5.046, -4.906], [1.775, 4.541, -7.699], [0.198, 5.450, -7.470], [-3.334, -1.678, 2.996], [-4.507, -0.945, 3.421], [-4.459, 0.083, 4.477], [-5.398, -0.285, 1.945], [-6.741, -0.996, 1.990], [-6.555, -2.372, 2.614], [-5.807, -2.166, 3.877], [-4.891, -0.689, 1.069], [-5.332, 0.803, 1.967], [-7.402, -0.423, 2.641], [-7.157, -1.020, 0.983], [-6.055, -2.993, 1.871], [-7.496, -2.864, 2.863], [-5.337, -3.046, 4.316], [-6.475, -1.664, 4.577], [0.400, 4.317, 1.677], [1.371, 5.256, 1.134], [1.403, 6.679, 1.449], [3.122, 4.659, 1.467], [3.431, 3.804, 0.194], [2.822, 4.563, -1.029], [1.410, 5.026, -0.698], [3.140, 4.004, 2.338], [3.674, 5.588, 1.607], [4.470, 3.476, 0.149], [2.894, 2.857, 0.241], [2.805, 3.881, -1.879], [3.447, 5.426, -1.259], [0.651, 4.284, -0.945], [1.059, 5.884, -1.272], [-4.382, -8.012, -1.017], [-4.718, -7.183, 0.184], [-4.070, -7.438, 1.494], [-4.736, -5.447, -0.143], [-6.206, -5.032, -0.484], [-7.041, -5.863, 0.471], [-6.550, -7.277, 0.402], [-4.096, -5.145, -0.972], [-4.387, -4.968, 0.772], [-6.217, -3.961, -0.282], [-6.442, -5.258, -1.524], [-8.078, -5.733, 0.160], [-6.900, -5.519, 1.496], [-6.929, -7.812, -0.469], [-6.757, -7.887, 1.282]],
  "atomic_forces_ev_per_a": [[0.0, 0.5, -0.4], [-0.5, -2.1, 0.7], [0.3, 2.0, -0.3], [0.4, 0.2, -0.4], [0.4, -0.7, 0.0], [-0.4, 0.4, 1.1], [-0.2, 1.3, -0.1], [-0.2, -1.4, 0.8], [-2.6, -0.9, -0.1], [2.1, 0.6, 0.5], [0.6, 0.8, -0.7], [0.0, 0.1, -0.2], [0.3, 0.1, 0.1], [0.1, 0.0, 0.0], [0.2, 0.4, -0.2], [0.2, -0.2, 0.1], [-0.1, -0.2, 0.2], [0.2, -0.2, -0.6], [0.4, 0.5, -0.7], [0.0, 0.1, -0.4], [0.3, -0.5, 0.0], [0.1, -0.6, -0.4], [-0.6, -0.4, 0.6], [-0.5, 0.2, 0.0], [-0.4, -0.2, -0.2], [0.1, 0.2, 0.3], [-0.3, 0.7, -0.1], [-2.3, -1.5, -0.8], [4.1, 0.7, 1.1], [0.7, -1.0, 1.4], [1.3, 0.0, -1.0], [-2.0, -1.0, -0.1], [0.2, 1.2, -0.1], [-0.7, 0.2, 0.5], [-2.0, 2.6, -1.0], [-0.3, -0.6, 0.7], [2.4, -0.8, -0.6], [-0.2, -0.3, 0.1], [0.1, -0.6, 0.7], [0.4, 0.4, 0.1], [0.2, 0.3, -0.1], [-0.1, -0.3, -0.3], [-0.1, 0.2, 0.0], [-0.1, -0.4, -0.4], [0.0, 0.4, -0.3], [0.3, -0.5, 0.4], [-0.1, -0.4, -0.1], [-0.2, 0.8, -0.3], [-0.3, -0.2, -0.2], [0.1, -0.2, 0.0], [-0.7, -0.2, 0.2], [-0.3, 0.6, 0.3], [-0.2, -1.4, 0.2], [-1.6, 0.7, -0.8], [-0.1, 1.0, 0.7], [-0.1, 0.5, -0.9], [-0.2, -0.5, 0.5], [1.9, 1.0, -0.9], [0.7, -0.6, 0.8], [0.0, 0.1, -0.1], [-0.5, -0.5, -0.1], [0.7, -0.2, 0.6], [-0.4, -0.5, 0.0], [0.1, 0.3, -0.5], [0.2, -0.3, 0.2], [-0.2, 0.6, 0.4], [-0.4, -0.2, 0.1], [1.3, -2.2, -0.2], [1.3, 1.5, -0.3], [-2.8, -0.1, 1.5], [-1.5, -1.1, -1.5], [-0.5, 1.1, 0.0], [0.8, -0.3, -0.7], [1.1, 0.0, 0.6], [0.1, -0.1, 0.6], [-0.1, -0.1, -0.4], [0.1, 0.3, -0.3], [0.1, 0.5, 0.3], [0.2, 0.1, 0.2], [-0.4, 0.0, 0.0], [0.2, 0.5, 0.3], [0.1, -0.1, 0.1], [0.6, -0.1, 0.1], [-1.5, 1.1, 1.1], [0.8, -1.3, -0.7], [1.5, 0.0, -0.4], [-1.4, 1.3, 1.0], [0.5, -1.1, -2.4], [-0.7, 0.7, 1.5], [-0.1, 0.0, 0.0], [0.4, 0.0, 0.4], [-0.7, 0.4, 0.1], [0.2, -0.3, -0.5], [0.4, -0.3, -0.3], [-0.1, 0.4, 0.0], [0.2, -1.2, -0.2], [-0.3, 0.2, 0.2], [0.0, -1.1, 1.0], [0.6, -1.0, 2.0], [-1.2, 1.1, -0.7], [-0.6, -1.2, -1.1], [0.9, 0.1, -0.2], [-0.9, 0.9, 0.9], [0.1, 0.0, -1.9], [0.3, 0.2, 0.0], [0.1, 0.2, -0.3], [0.3, -0.1, -0.1], [0.0, 0.6, -0.3], [0.4, 0.3, -0.5], [0.2, -0.4, 0.6], [-0.3, 0.2, -0.4], [0.2, 0.6, 0.7], [-0.1, -0.9, 0.1], [1.4, 1.6, -1.9], [0.0, 0.4, -0.5], [0.2, -2.2, -0.4], [0.2, 1.1, 0.1], [-0.9, -0.9, -0.1], [0.3, 0.8, 1.6], [-0.4, 0.0, 0.6], [-0.2, 0.5, -0.5], [-0.3, 0.1, 0.0], [-0.3, -0.1, 0.2], [0.1, 0.1, 0.7], [-0.2, -0.2, 0.0], [0.0, -0.4, 0.2], [0.2, 0.1, -0.2], [-1.3, 0.3, -0.5], [-0.5, 2.1, 0.3], [0.5, -2.6, 0.0], [1.6, -1.6, -0.6], [-2.7, 1.7, 1.7], [2.1, -1.4, 0.7], [-0.9, 0.9, -0.2], [1.1, 0.4, -0.6], [0.2, 0.4, 0.4], [-0.3, 0.3, -0.5], [0.6, -0.1, -0.2], [0.0, -0.4, 0.2], [-0.1, 0.2, -0.2], [0.1, -0.8, -0.2], [0.0, 0.3, -0.4], [-0.9, -0.1, -0.4], [3.6, 0.3, 0.2], [-0.3, 0.0, 0.0], [-0.2, 0.4, -0.3], [-1.1, -0.3, 0.7], [0.0, -0.1, 0.1], [-0.9, -0.8, 0.6], [-0.3, 0.0, -0.1], [0.5, -0.1, 0.6], [0.0, -0.3, 0.1], [-0.2, -0.2, -0.4], [-0.2, 0.7, -0.6], [-0.2, 0.2, -0.2], [-0.4, -0.1, -0.4], [0.5, 0.5, 0.3], [0.2, 0.3, 0.2], [-1.3, 0.6, 0.7], [0.4, -1.2, -1.3], [0.9, -1.1, 0.3], [-0.7, 1.0, 0.4], [-0.5, -0.4, -1.1], [1.0, 0.6, 0.4], [0.4, 0.3, 0.1], [-0.3, -0.1, 0.0], [-0.3, 0.1, -0.1], [-0.1, -0.1, 0.1], [0.3, -0.3, 0.2], [-0.2, 0.1, -0.3], [0.0, 0.2, 0.0], [0.3, 0.0, 0.3], [0.2, 0.7, 0.0], [1.6, 0.2, -0.6], [-0.8, -1.0, 0.1], [-1.2, -0.9, -1.1], [-1.0, 0.7, 0.3], [1.0, -0.2, 0.4], [-0.4, -0.4, 0.3], [-0.2, 0.4, 0.2], [0.2, -0.3, -0.2], [0.1, 0.6, -0.4], [-0.2, 0.0, 0.5], [0.0, 0.2, -0.2], [0.0, 0.0, -0.2], [0.1, -0.3, 0.3], [0.3, 0.4, 0.5], [-0.2, 1.9, 2.4], [-0.3, -2.6, -0.2], [-0.6, 0.5, -2.1], [-0.1, 1.1, -1.0], [1.7, -0.4, 0.9], [-0.5, 0.7, 0.0], [0.4, -0.9, -0.3], [0.3, -0.4, 0.1], [-0.1, 0.0, 0.0], [-0.5, 0.0, -0.3], [0.0, 0.1, 0.0], [-0.2, -0.4, 0.4], [-0.2, 0.3, 0.0], [0.1, 0.0, -0.1], [0.1, 0.1, 0.0]],
  "energy_ha": -8818.6044,
  "molar_mass_g_mol": 1566.0,
  "smiles": "CCOP(=O)(OCC)OCC.CCOP(=O)(OCC)OCC.O=S1(=O)CCCC1.O=S1(=O)CCCC1.O=S1(=O)CCCC1.O=S1(=O)CCCC1.O=S1(=O)CCCC1.O=S1(=O)CCCC1.O=S1(=O)CCCC1.O=S1(=O)CCCC1.O=S1(=O)CCCC1.O=S1(=O)CCCC1",
  "orbital_gap_ev": 9.466
}